1.
14
Properties=species:S:1:pos:R:3:forces:R:3:mulliken_charge:R:1 method="wB97M-V/def2-TZVPD" gap_ev=9.334 total_charge=0 e_tot_ev=-8367.8285 de_lowest_kj_mol=526.2 homo_ev=-8.67 e_lumo_ev=0.66
C -2.3303 0.3166 -0.2009 -0.301 0.115 0.042 -0.697
O -1.0903 -0.2540 -0.5343 0.065 -0.054 -0.042 -0.307
C -0.0864 0.0593 0.3935 0.215 0.070 0.144 -0.538
C 1.1869 -0.5658 -0.1298 -0.113 -0.004 -0.032 0.071
C 2.0991 0.2096 -1.0046 -0.098 -0.285 -0.081 -0.429
O 2.3505 -0.3535 0.7231 0.068 0.161 0.086 -0.460
H -2.6810 -0.0268 0.7852 0.072 0.036 -0.142 0.294
H -2.2774 1.4159 -0.1900 0.013 -0.160 -0.005 0.292
H -3.0476 0.0018 -0.9622 0.100 0.059 0.121 0.247
H -0.3313 -0.3457 1.3918 0.027 0.033 -0.136 0.323
H 0.0492 1.1514 0.4812 -0.004 -0.126 -0.041 0.289
H 1.0753 -1.6478 -0.2388 0.038 0.140 -0.054 0.346
H 2.3512 0.5769 1.0017 -0.028 -0.125 0.034 0.414
H 2.7320 -0.5378 -1.5160 -0.054 0.141 0.107 0.155

2.
4
Properties=species:S:1:pos:R:3:forces:R:3:mulliken_charge:R:1 method="wB97M-V/def2-TZVPD" gap_ev=10.548 total_charge=0 e_tot_ev=-3010.4341 de_lowest_kj_mol=27.2 homo_ev=-10.09 e_lumo_ev=0.46
H 0.8433 0.5456 -0.0359 1.686 0.189 0.230 0.201
N 0.7216 -0.4692 0.0069 -3.978 1.293 -0.402 -0.184
N -0.5611 -0.5065 -0.0082 1.931 -1.396 0.403 -0.230
H -1.0039 0.4301 0.0372 0.360 -0.087 -0.231 0.212

3.
9
Properties=species:S:1:pos:R:3:forces:R:3:mulliken_charge:R:1 method="wB97M-V/def2-TZVPD" gap_ev="5.819 / 5.820" total_charge=+1 e_tot_ev=-7710.6441 de_lowest_kj_mol=512.5 homo_ev="-14.87 / -14.87" e_lumo_ev="-9.05 / -9.05"
C -0.7030 -0.0770 0.7090 -1.228 1.636 1.728 -0.331
C -1.0515 0.0639 -0.7178 -0.603 -3.908 -0.693 -0.103
N 3.2192 -0.2860 0.2097 -3.150 1.332 -1.826 0.607
O 2.3974 0.1087 -0.3810 3.063 -1.173 1.595 0.280
O 0.0700 0.6269 -0.2551 3.888 1.686 1.710 -0.365
H -1.1561 0.5533 1.4782 -0.231 0.486 -0.705 0.220
H -0.2742 -0.8581 1.3287 0.318 -0.960 -1.245 0.249
H -0.7783 -0.8931 -1.2186 -1.032 0.810 -0.466 0.181
H -1.7235 0.7613 -1.1532 -1.024 0.091 -0.096 0.262

4.
39
Properties=species:S:1:pos:R:3:forces:R:3:lowdin_spin:R:1 method="wB97M-V/def2-TZVPD" gap_ev="7.653 / 4.482" total_charge=+3 e_tot_ev=-54995.8800 s_squared=0.7544 homo_ev="-19.53 / -19.53" multiplicity=2 e_lumo_ev="-11.88 / -15.05"
Zr 0.9337 -0.1391 -1.8478 1.484 0.152 8.122 0.000
F 2.6869 -0.9206 -0.8916 -3.449 1.400 -2.224 0.000
F -0.0733 -0.3179 0.0278 1.142 -0.196 -1.855 -0.002
C 1.3113 -2.2849 2.0935 -1.748 -1.805 1.048 0.154
O 0.0109 -1.7854 2.4191 2.650 -1.042 0.198 0.706
H 2.1624 -1.6124 2.2005 0.220 0.991 0.396 0.079
H 1.4478 -3.1619 2.7262 0.264 0.252 0.280 0.009
H 1.4050 -2.5417 1.0383 -0.363 0.349 -0.724 0.045
H -0.2317 -1.2490 1.6609 -0.749 1.357 -1.537 0.007
C 3.5592 2.9681 0.7418 0.631 -0.222 0.358 0.000
S 1.8398 2.7507 0.1592 0.531 1.242 2.162 0.000
O 1.8151 1.6511 -0.8879 0.256 -2.647 -1.463 0.000
C 1.2990 2.0147 1.8120 0.175 -0.493 -1.716 0.000
H 3.9815 2.0013 1.0157 -0.135 -0.154 -0.249 0.000
H 3.5744 3.5582 1.6581 -0.776 0.047 0.186 0.000
H 4.2903 3.5225 0.1533 -0.606 -0.204 -0.931 0.000
H 1.8798 1.0975 1.9100 0.316 0.224 0.237 0.000
H 0.2621 1.6934 1.7136 -0.069 0.532 0.141 0.000
H 1.5083 2.7560 2.5831 -0.188 -0.106 -0.105 0.000
C -2.6812 1.5807 -0.1913 1.103 -1.041 -0.195 0.000
S -1.8786 2.2798 -1.6535 -1.700 2.635 1.693 0.000
O -0.5080 1.6466 -1.7309 2.052 -2.563 -1.054 0.000
C -1.6061 3.9075 -0.6960 0.183 -0.686 -0.355 0.000
H -3.5603 2.1855 0.0314 -0.083 -0.460 -0.022 0.000
H -1.9432 1.5485 0.6102 -0.054 0.763 0.144 0.000
H -2.7908 0.5084 -0.3530 -0.994 0.126 -0.369 0.000
H -2.5856 4.2705 -0.3846 -0.147 0.139 -0.653 0.000
H -1.0154 4.6314 -1.2573 -0.355 -0.129 -0.244 0.000
H -1.1119 3.7091 0.2551 0.272 -0.491 -0.193 0.000
C -1.7390 -3.4938 -2.8211 -0.039 0.517 0.258 0.000
S -0.2586 -3.8278 -1.7367 -3.191 -0.798 0.140 0.000
O 0.4254 -2.4810 -1.5824 0.734 3.055 -0.518 0.001
C -1.3625 -4.0668 -0.1683 0.638 0.746 -0.481 0.000
H -1.5861 -3.2971 -3.8823 0.799 -0.848 -0.042 0.000
H -2.1974 -2.5496 -2.5270 0.075 0.029 0.803 0.000
H -2.4785 -4.2769 -2.6539 0.233 -0.159 -0.183 0.000
H -2.0895 -4.8671 -0.3060 0.599 -0.447 -0.186 0.000
H -1.9893 -3.2077 0.0707 0.223 0.497 -0.600 0.000
H -0.7058 -4.2005 0.6914 0.069 -0.562 -0.267 0.000